Entry 1:
ORCA calculation (ωB97M-V/def2-TZVPD) on a structure of composition C50H64Cl6N7NaO10.

Results
LUMO, eV: 0.1
HOMO level, eV: -7.39
Net charge: 0
Molecular weight, g mol⁻¹: 1158.8
Kohn-Sham gap, eV: 7.47

```
138
Properties=species:S:1:pos:R:3:forces:R:3
Na -25.09573 -0.09886 6.16241 0.30 -0.14 -0.25
C -26.49990 -2.35242 4.20296 -2.54 -1.58 -0.54
O -25.76536 -2.16932 5.29263 0.60 0.71 0.63
H -27.56624 -1.90205 4.16058 1.05 0.10 0.51
H -26.15139 -2.07794 3.20757 0.94 0.46 -0.35
H -26.77644 -3.46040 4.01949 0.20 0.49 0.11
N -26.41470 -0.20920 8.12540 0.69 1.24 0.38
C -27.15131 -1.25927 7.91629 -1.02 -1.47 -0.22
C -28.16652 -1.69961 8.74364 -0.56 -0.17 0.31
C -28.45030 -0.99444 9.86595 0.16 1.54 0.79
C -27.72273 0.19634 10.07473 0.84 -0.77 -0.82
C -26.68974 0.54806 9.20800 -0.22 -0.93 0.03
H -26.96821 -1.90444 7.08287 0.67 0.17 -0.85
H -28.73950 -2.58240 8.53322 0.09 -0.37 -0.31
H -29.20402 -1.30865 10.58472 0.09 0.07 -0.17
H -27.83435 0.76342 10.94667 -0.42 0.79 1.15
H -25.97759 1.35541 9.40780 -0.55 -0.06 -0.08
N -23.15762 0.75296 7.61956 0.36 0.74 -1.10
C -22.13758 1.48482 7.14208 -0.22 -0.38 -0.47
C -20.91396 1.57672 7.75390 -0.24 1.00 0.27
C -20.81006 0.94987 9.00097 1.21 1.24 -0.72
C -21.80989 0.20755 9.51721 -1.40 -1.05 1.23
C -22.97517 0.12006 8.74744 -0.09 -0.51 0.38
H -22.29784 1.96717 6.19241 -0.19 0.21 -0.22
H -20.19980 2.33816 7.36269 -0.28 -1.11 0.40
H -19.94288 1.17297 9.56296 0.90 -0.14 0.64
H -21.76811 -0.24496 10.54388 0.06 0.39 -1.29
H -23.81900 -0.50475 8.96608 -0.20 -0.31 0.82
N -23.76978 0.30335 4.06851 -0.03 2.42 -1.50
C -23.42798 1.34550 3.21001 -0.67 -0.07 0.70
C -22.80804 1.22844 1.98035 0.44 -3.64 1.71
C -22.38020 -0.10708 1.60107 -1.54 2.39 0.42
C -22.78155 -1.11083 2.42291 -0.19 -1.49 -0.44
C -23.52407 -0.87708 3.59453 1.61 -1.19 0.27
H -23.75681 2.31594 3.57907 0.22 -0.02 -0.10
H -22.47555 2.01371 1.40399 0.21 1.92 -1.05
H -21.93446 -0.22609 0.62934 0.42 -0.35 0.00
H -22.58809 -2.15384 2.15879 0.02 0.29 0.11
H -23.71637 -1.69540 4.27536 -0.47 -0.22 -0.13
N -22.73644 -2.14080 6.64702 2.51 0.31 -0.28
C -21.35756 -2.06384 6.70668 -1.92 -1.06 1.33
C -20.63345 -2.86969 7.61445 1.15 2.32 -2.17
C -21.26773 -3.79622 8.36413 -0.85 -0.02 0.53
C -22.65108 -3.89317 8.29123 0.96 0.73 -1.01
C -23.33518 -3.03815 7.42722 -0.75 -0.34 -0.74
H -20.86873 -1.35772 6.05040 -0.07 0.11 -0.02
H -19.54184 -2.72103 7.66163 -0.59 -0.25 0.00
H -20.64340 -4.37246 9.00521 -0.04 -0.75 0.54
H -23.10595 -4.69795 8.76779 -1.16 -0.97 0.90
H -24.41835 -3.12344 7.19803 0.71 -0.04 0.68
N -22.37705 -6.16635 1.85813 -0.02 0.48 0.63
C -21.76593 -5.40759 2.78566 0.56 -0.29 -0.07
C -22.40780 -4.55923 3.66652 0.50 0.07 0.43
C -23.80182 -4.49381 3.73274 0.32 0.97 1.21
C -24.44731 -5.21805 2.77873 -0.31 -1.24 -1.91
C -23.67751 -6.02360 1.85226 -2.11 -0.43 0.38
H -20.70054 -5.61545 2.83543 0.06 0.57 0.12
H -21.82700 -3.94962 4.34903 0.13 -0.19 0.10
H -24.27413 -3.88051 4.57357 0.27 -0.72 -1.48
H -25.52708 -5.20594 2.61595 0.34 0.00 0.36
H -24.21852 -6.72144 1.16639 0.27 0.94 0.41
N -26.61076 1.91215 5.36704 -0.22 -0.15 0.09
C -27.56750 1.20985 4.75522 1.14 0.07 -0.10
C -28.21928 1.63832 3.62327 -1.03 -0.53 -0.48
C -28.03943 2.93242 3.19024 -0.78 0.57 -1.07
C -27.13325 3.67753 3.88404 0.20 1.85 -0.59
C -26.41826 3.13965 4.90031 -0.13 -1.14 0.47
H -27.68754 0.21251 5.10672 -0.33 -0.71 0.26
H -28.87014 0.93034 3.12257 -0.11 0.16 -0.03
H -28.56075 3.43884 2.34219 0.31 -0.99 0.70
H -26.94057 4.71921 3.63486 -0.07 -0.18 -0.14
H -25.65052 3.69569 5.33797 1.12 0.83 0.85
N -26.26227 -4.41622 8.16878 -0.62 -0.70 0.27
C -27.08807 -4.51470 7.12248 -0.68 -0.04 0.76
C -28.41484 -5.02400 7.22714 1.74 0.52 -0.51
C -28.82259 -5.47456 8.45225 -0.66 -0.16 0.76
C -27.96805 -5.42685 9.54401 0.33 -0.05 -0.68
C -26.70676 -4.90828 9.33875 0.47 0.28 0.18
H -26.67136 -4.06593 6.23429 -0.15 0.00 -0.54
H -29.03042 -5.06313 6.34586 -0.26 -0.06 -0.09
H -29.82013 -5.83791 8.65648 -0.17 -0.12 -0.43
H -28.27527 -5.84700 10.48327 0.02 0.09 0.33
H -26.00962 -4.85803 10.17366 0.00 0.04 -0.13
C -28.63912 -7.28340 3.15204 0.02 -0.17 1.04
C -28.92669 -6.06608 2.32676 -0.45 0.57 -0.10
O -27.69833 -5.49968 1.85499 -0.34 0.16 0.28
C -27.44303 -5.76602 0.60232 -0.74 -1.75 -2.30
O -28.03939 -6.58771 -0.12319 1.27 1.89 1.73
O -26.41892 -5.01379 0.22126 0.49 -0.69 -0.98
C -26.11357 -5.25113 -1.18514 0.25 1.22 0.20
H -28.18802 -8.14155 2.66000 0.11 0.27 -0.53
H -29.57169 -7.64818 3.55834 -0.40 -0.11 0.23
H -27.99909 -7.04097 4.02217 -0.23 0.04 -0.40
H -29.35901 -5.22817 2.88924 0.04 -0.59 0.26
H -29.60386 -6.22330 1.46998 0.43 -0.27 0.38
H -27.01962 -4.98067 -1.70553 -0.08 -0.37 -0.53
H -25.72813 -6.23884 -1.40622 -0.41 -0.33 0.28
H -25.33477 -4.54757 -1.48006 -0.05 0.14 0.41
C -31.38301 -3.20834 -0.70508 -0.49 -2.35 -1.01
C -31.02760 -1.99911 -1.45706 0.20 1.42 0.22
O -30.21381 -1.07589 -0.62452 -0.75 -0.15 -0.40
C -28.99762 -1.52994 -0.45599 2.04 -0.26 0.08
O -28.58497 -2.61631 -0.81634 -0.01 0.55 0.28
O -28.21039 -0.59779 0.13881 -2.17 -0.19 -0.35
C -26.95264 -1.01765 0.61980 0.15 0.25 0.19
H -31.88981 -2.94836 0.19777 -0.38 0.13 0.71
H -30.46765 -3.77511 -0.48715 -0.59 -0.12 -0.01
H -32.11015 -3.84436 -1.34425 1.23 0.90 1.02
H -31.94209 -1.44702 -1.64862 0.21 0.39 -0.34
H -30.43405 -2.17601 -2.34717 -0.22 -0.13 -0.21
H -26.59681 -0.11698 1.12560 0.27 -0.42 0.18
H -26.32561 -1.24980 -0.22004 0.52 -0.25 -0.30
H -27.03642 -1.88170 1.28188 0.04 0.16 -0.02
C -18.74129 -0.83895 3.84531 -0.47 0.61 0.61
C -19.28113 0.51275 4.39409 0.32 -1.45 -1.34
O -18.58486 1.50231 3.56958 0.10 -0.64 0.03
C -18.96546 2.74714 3.61146 -1.18 1.66 0.53
O -18.43918 3.69129 3.04288 -0.77 -1.95 0.87
O -20.10947 2.84598 4.43915 1.75 1.44 -1.54
C -20.58530 4.22376 4.46069 0.18 -1.21 -0.78
H -17.67494 -0.90195 4.03898 0.23 0.13 -0.40
H -18.98451 -0.88426 2.76695 0.27 -0.22 0.62
H -19.15685 -1.69795 4.39453 -0.28 0.34 -0.33
H -19.03911 0.68747 5.42435 0.19 0.08 0.52
H -20.36882 0.54321 4.27202 0.25 0.33 -0.15
H -19.80541 4.92000 4.17665 -0.08 -0.03 -0.14
H -20.86671 4.35481 5.45201 -0.63 0.58 1.80
H -21.46236 4.26965 3.82773 -0.05 0.25 -0.28
C -24.88515 -7.88615 4.96258 0.97 -0.32 -0.08
Cl -25.99542 -8.30266 6.22799 -0.46 -0.01 0.46
Cl -24.88829 -9.20426 3.72792 0.04 0.97 0.37
Cl -23.22852 -7.66573 5.64022 -0.52 -0.14 -0.33
H -25.14776 -6.90643 4.56753 -0.08 -0.41 -0.41
C -29.90477 -2.90975 4.46371 -0.56 1.87 0.22
Cl -29.64091 -2.55509 2.75960 0.11 -0.08 0.00
Cl -31.30803 -3.94737 4.60939 0.32 -0.41 0.32
Cl -30.29107 -1.32968 5.33815 0.23 -0.72 -0.37
H -28.97783 -3.20627 4.95369 -0.27 -0.59 -0.29
```
Forces are in eV/Å.

Atomic partial charges in e from the Mulliken method, atoms 1 to 2: 0.70 0.72

***

Entry 2:
ORCA calculation (ωB97M-V/def2-TZVPD) on a cluster of 13 separate species, C50H69N15O5P2 in total.

Results
LUMO, eV: -0.9
HOMO level, eV: -7.77
Net charge: 0
Molecular weight, g mol⁻¹: 1022.1
Kohn-Sham gap, eV: 6.90

```
141
Properties=species:S:1:pos:R:3:forces:R:3
C 2.68987 -1.04314 3.05270 0.05 0.06 -0.05
C 1.20326 -0.88353 2.83604 -0.12 -0.21 -0.07
O 0.83191 -1.25086 1.48532 0.19 0.27 -0.04
C -0.18024 -0.49041 0.95449 -0.33 0.09 0.25
C 0.11869 0.58123 0.10768 -0.44 -0.23 0.10
C -0.90445 1.36510 -0.44968 -0.50 -0.49 0.47
C -2.25568 1.12786 -0.11774 0.68 -0.20 -0.05
C -3.36513 2.02900 -0.60064 0.01 0.00 0.29
C -3.68149 3.13251 0.43919 0.15 -0.04 0.09
C -5.00360 2.92571 1.18685 0.34 -0.28 0.18
O -3.63730 4.39730 -0.19071 -0.29 0.05 -0.21
C -3.19549 5.43897 0.66922 0.08 0.02 0.06
C -1.70745 5.62028 0.59517 0.91 0.26 -0.03
C -0.82848 4.96173 1.46966 0.39 0.34 -0.54
C 0.55946 5.11341 1.34007 -0.18 0.37 -0.60
C 1.09638 5.93840 0.33774 -1.11 -0.05 0.15
C 0.22275 6.62427 -0.52180 -0.10 -0.65 0.64
C -1.16351 6.46471 -0.38978 0.61 -0.29 0.32
C -2.53257 0.03539 0.72943 0.25 -0.07 0.14
N -3.87329 -0.25553 1.14175 0.52 -0.08 -0.11
C -1.51864 -0.80574 1.24692 -0.26 -0.04 -0.64
P -2.00994 -2.16119 2.39892 -0.26 -0.05 1.11
C -3.44573 -3.07070 1.66326 0.54 0.58 -0.62
C -0.74763 -3.50060 2.28549 -0.11 0.29 -0.56
C -0.46433 2.45736 -1.35811 0.29 -0.85 0.34
O -1.04844 3.49389 -1.48538 -0.62 0.92 -0.25
C 0.77308 2.19348 -2.13134 0.44 -0.26 -0.16
P 0.73981 2.94422 -3.81721 -0.14 0.48 0.01
N 0.98744 1.45832 -4.66972 -0.51 0.03 0.14
O 2.24209 3.60429 -3.91873 0.23 0.14 -0.32
C 1.76489 1.47182 -1.58152 -0.22 0.23 -0.57
C 3.06110 1.19827 -2.30128 0.30 -0.14 0.34
C 4.18823 0.65477 -1.47949 0.12 0.06 0.25
N 5.37945 1.05086 -1.62787 -0.02 0.08 -0.07
C 1.51767 0.97003 -0.19409 -0.28 0.23 -0.14
O 2.38920 0.96303 0.63667 0.50 -0.11 0.45
H 3.02357 -0.27528 3.74311 0.15 0.02 0.18
H 3.25029 -0.91182 2.13570 0.01 0.12 -0.22
H 2.93287 -2.01623 3.46504 0.05 -0.17 0.06
H 0.86570 0.12888 3.03528 0.06 0.22 -0.14
H 0.67531 -1.54264 3.52192 -0.24 0.02 0.08
H -3.08327 2.50525 -1.52676 0.08 0.22 -0.15
H -4.26194 1.45228 -0.80116 -0.14 -0.13 -0.05
H -2.88455 3.09345 1.18056 0.23 0.06 0.10
H -5.67502 2.26950 0.64527 -0.30 0.10 -0.22
H -5.48347 3.87478 1.39399 -0.12 0.16 -0.08
H -4.81125 2.44945 2.14610 -0.06 -0.06 0.17
H -3.67538 6.35457 0.35488 -0.24 0.18 -0.27
H -3.50810 5.26335 1.69929 -0.03 -0.17 0.16
H -1.21122 4.31920 2.25039 -0.11 0.00 0.09
H 1.23186 4.59145 2.00597 -0.02 -0.06 0.11
H 2.16168 6.07047 0.23436 0.15 -0.07 0.03
H 0.64713 7.25960 -1.28568 -0.12 0.11 -0.13
H -1.81676 7.00196 -1.06255 -0.18 -0.02 -0.02
H -4.14619 0.34429 1.91040 -0.21 -0.02 0.04
H -4.51227 -0.16225 0.36701 -0.23 0.17 0.11
H -3.48762 -2.84481 0.60794 -0.22 -0.04 -0.29
H -3.30541 -4.14173 1.74199 0.00 -0.13 0.32
H -4.37074 -2.73773 2.10693 -0.20 -0.03 0.14
H -1.27058 -4.44354 2.37731 -0.10 -0.14 0.13
H -0.23853 -3.48720 1.32727 0.19 -0.15 -0.07
H -0.03091 -3.44995 3.09358 0.21 0.05 0.05
H 0.43838 1.49288 -5.51936 0.07 -0.11 -0.19
H 0.60284 0.70097 -4.11242 0.25 -0.19 -0.12
H 2.76961 3.14569 -4.59181 0.06 -0.10 0.17
H 2.86401 0.46122 -3.08184 -0.07 -0.06 -0.14
H 3.41733 2.07817 -2.82357 -0.05 0.05 0.06
H 3.95271 -0.09907 -0.73460 -0.08 -0.30 0.00
H 5.96118 0.50804 -0.99131 0.10 0.09 -0.09
C 2.39433 -6.94205 1.81370 -0.05 0.04 0.27
C 1.06487 -6.76976 2.38481 0.33 -0.03 -0.17
N 0.01907 -6.63725 2.83107 -0.39 0.02 0.13
H 2.65735 -6.07423 1.21594 -0.03 0.01 -0.08
H 3.11827 -7.05780 2.61900 0.02 -0.01 -0.01
H 2.41915 -7.82289 1.18314 0.02 -0.03 -0.10
C -3.61610 8.29365 -3.97940 -0.01 -0.04 -0.09
C -4.06291 8.16944 -2.60122 0.23 0.14 -0.25
N -4.37080 8.09894 -1.50201 -0.19 -0.10 0.44
H -3.57188 7.31020 -4.44349 0.01 0.00 -0.01
H -4.30771 8.92315 -4.53531 0.01 0.01 -0.02
H -2.62759 8.74880 -3.99841 0.00 0.03 0.02
C 8.20253 1.18493 1.74046 0.03 0.05 0.01
C 7.24129 0.20153 1.26618 0.21 0.18 0.19
N 6.48154 -0.57076 0.89811 -0.26 -0.33 -0.12
H 7.67625 2.02209 2.19412 0.00 0.01 0.00
H 8.85902 0.73071 2.47964 0.01 0.01 0.01
H 8.79853 1.54738 0.90541 0.01 0.01 0.00
C -1.59365 -6.00441 -0.82086 0.05 -0.02 -0.11
C -2.86914 -5.32488 -0.97619 0.21 -0.35 0.25
N -3.88689 -4.80420 -1.02862 -0.43 0.23 -0.28
H -0.83690 -5.49834 -1.41227 0.07 -0.06 0.03
H -1.28969 -5.98629 0.22547 0.02 0.00 0.01
H -1.67203 -7.04047 -1.14890 -0.03 -0.01 0.04
C -5.65242 -2.16089 4.79095 -0.01 -0.07 -0.01
C -5.27136 -0.78726 4.50279 -0.03 -0.35 0.06
N -4.95888 0.29086 4.28242 0.07 0.44 -0.14
H -6.22323 -2.19891 5.71658 -0.01 -0.01 0.00
H -6.26138 -2.55148 3.97805 -0.01 -0.02 0.00
H -4.75760 -2.77258 4.89243 0.02 0.00 -0.02
C 1.85170 -2.32271 -1.44243 0.08 0.19 0.01
C 1.59893 -3.74433 -1.30771 -0.01 0.32 -0.04
N 1.38107 -4.86437 -1.22103 0.10 -0.47 0.07
H 2.38446 -1.95731 -0.56641 -0.04 0.03 0.07
H 2.44860 -2.14051 -2.33286 0.04 0.03 -0.07
H 0.90507 -1.79011 -1.52554 -0.02 0.03 0.03
C -3.05849 -8.59980 -4.09346 -0.04 0.00 -0.04
C -2.66189 -9.32806 -2.89596 -0.09 0.24 -0.28
N -2.34538 -9.88000 -1.94513 0.17 -0.20 0.36
H -3.67716 -9.23522 -4.72358 -0.01 0.01 -0.02
H -3.62601 -7.71377 -3.81401 -0.01 0.01 0.00
H -2.17440 -8.29736 -4.65101 0.00 0.01 -0.01
C -0.61133 10.04052 0.49823 0.01 0.01 0.06
C -1.22983 10.49714 -0.73827 0.07 -0.20 0.33
N -1.73875 10.83484 -1.70564 -0.13 0.12 -0.46
H 0.44365 10.30738 0.50438 0.01 -0.01 0.02
H -1.10346 10.50685 1.34918 0.00 0.01 0.01
H -0.70809 8.95836 0.57816 0.01 0.02 0.01
C -3.40858 2.06781 6.78645 -0.03 -0.04 0.01
C -3.00282 3.43237 6.48169 -0.09 -0.32 0.08
N -2.68359 4.50481 6.24231 0.13 0.40 -0.11
H -3.98078 2.05079 7.71230 0.01 0.01 0.01
H -4.02158 1.67529 5.97759 0.01 -0.01 -0.01
H -2.52771 1.43886 6.90080 0.00 -0.01 0.00
C 5.72694 4.44556 -4.30078 0.09 0.02 0.05
C 5.33174 3.08844 -4.64644 0.04 0.32 0.07
N 4.97820 2.03262 -4.91200 -0.15 -0.33 -0.23
H 5.17225 4.77123 -3.42282 -0.01 -0.01 0.01
H 6.79310 4.47604 -4.08586 0.00 0.01 0.02
H 5.50912 5.11566 -5.12978 0.00 0.01 -0.01
C 5.17426 -5.61080 -1.96030 0.01 0.04 -0.03
C 4.39201 -6.68727 -1.37140 0.22 0.26 -0.14
N 3.78650 -7.53568 -0.90154 -0.18 -0.42 0.08
H 4.59759 -4.68904 -1.94756 -0.03 0.03 -0.01
H 6.08948 -5.46402 -1.39054 0.01 0.00 0.00
H 5.42871 -5.85994 -2.98851 0.01 0.02 0.00
C 2.08935 -10.70048 -1.62192 -0.01 0.03 -0.02
C 1.94063 -12.10906 -1.28213 0.03 0.34 -0.08
N 1.82976 -13.21511 -1.01205 -0.03 -0.42 0.09
H 1.40035 -10.43835 -2.42217 -0.02 0.01 0.01
H 1.87304 -10.08329 -0.75323 0.01 0.03 -0.01
H 3.10820 -10.50293 -1.94731 0.01 0.04 0.02
```
Forces are in eV/Å.

Atomic partial charges in e from the Mulliken method, atoms 1 to 2: -1.25 -0.45

***

One value per record, in order, for total energy: -163343.503; -104131.737 eV.